No. 1
Here is 2 unconnected molecules or ions with the total composition C20H28NO3 from the OMol25 dataset. Energies are from wB97M-V/def2-TZVPD.

Each line ends with the natural charge from an NBO analysis.
Cartesian coordinates (Å):
C -6.89689 -0.15625 -0.58434  -0.59
H -6.61902 0.89243 -0.85276  0.18
C -5.72080 -0.64108 0.22408  -0.45
C -4.43292 -0.62357 -0.38299  -0.10
H -4.41347 -1.30191 -1.46721  0.20
H -4.31134 0.38141 -0.47926  0.18
O -3.64743 -1.27489 0.72501  -0.48
C -2.27018 -1.14509 0.12401  0.22
C -1.45827 -1.73947 1.09189  -0.18
C -0.00406 -1.86836 0.97572  -0.29
C 0.43909 -1.07885 -0.15232  0.30
C -0.42975 -0.59483 -1.21949  -0.28
C -1.66837 -0.81490 -1.02781  -0.23
H -2.28722 -0.08835 -1.63292  0.23
H 0.10125 -0.29559 -2.14127  0.25
O 1.80073 -1.26936 -0.30317  -0.63
C 2.71543 -2.48151 0.06689  -0.05
C 3.89130 -2.39451 -0.80194  -0.11
H 3.75130 -2.59657 -1.93738  0.24
H 4.64996 -2.96492 -0.33417  0.19
O 4.41955 -1.06277 -1.21908  -0.54
C 5.17222 -0.38439 0.00518  -0.16
C 4.48346 0.43641 0.95520  -0.26
N 3.24400 0.97432 0.42497  -0.56
H 3.59939 1.61149 -0.82572  0.41
C 2.58869 1.82578 1.12947  -0.29
C 1.18370 1.95070 0.51661  -0.06
C 1.14883 2.96525 -0.73115  -0.20
C -0.19274 3.07986 -1.14852  -0.18
C -1.25014 2.73603 -0.53251  -0.24
C -1.21794 2.22463 0.56048  -0.19
C -0.03562 1.76245 1.03977  -0.18
H 0.06311 1.31185 2.13415  0.22
H -2.15806 1.72493 1.11036  0.24
H -2.27036 2.96817 -1.03374  0.23
H -0.11111 3.83946 -2.16651  0.23
H 2.04555 3.10804 -1.37937  0.21
H 3.07646 2.73326 1.60747  0.26
H 2.32922 1.32327 2.10065  0.23
H 2.57632 0.25206 -0.01272  0.54
H 5.20250 1.02502 1.48773  0.27
H 4.00153 -0.24788 1.94835  0.20
H 5.81566 -1.27020 0.38307  0.23
H 5.89838 0.05886 -0.67508  0.24
H 2.84415 -2.12756 0.99974  0.19
H 2.30232 -3.33170 -0.10268  0.21
H 0.66726 -2.40390 1.76771  0.24
H -1.71509 -2.32952 2.11498  0.24
H -6.04619 -1.69697 0.33157  0.21
H -6.02623 -0.15121 1.26261  0.23
H -7.90297 -0.22002 -0.26600  0.23
H -6.92515 -0.62956 -1.67753  0.19

Force components x, y, z for each atom (eV/Å):
C 1.892 1.326 -5.074
H -0.920 -0.210 0.198
C -6.914 -2.328 2.712
C -0.446 -4.612 -0.007
H 0.110 2.126 3.203
H 2.140 2.946 -0.915
O 2.838 2.695 -5.980
C -0.988 -4.156 7.130
C 3.460 -2.869 3.416
C -2.864 2.667 -1.352
C 0.278 -4.608 1.122
C 9.382 -1.338 1.326
C -8.145 4.324 -2.281
H 0.065 -1.587 -0.320
H -0.795 0.208 0.597
O 1.933 1.185 -2.111
C -0.339 7.472 -2.152
C 0.619 2.441 -4.917
H -0.504 -1.341 2.231
H 1.122 -0.827 0.111
O 0.079 0.453 4.994
C 2.502 -4.733 -4.918
C -2.886 -3.362 4.198
N 6.129 -1.385 -9.660
H -1.147 -2.216 4.006
C -6.722 4.133 7.217
C 1.971 6.404 -4.338
C -1.709 -5.064 2.584
C 9.889 6.292 -7.920
C -8.984 4.324 -8.621
C -3.419 -7.960 11.485
C 2.677 -1.923 5.993
H -0.851 0.535 -2.311
H 1.925 1.791 -1.183
H 1.741 -0.291 0.824
H -1.264 -2.428 2.665
H -1.005 0.479 0.662
H -0.304 -0.660 -1.671
H 0.304 -0.158 -0.266
H 1.023 -0.535 0.416
H -0.130 1.384 -0.085
H 1.462 1.557 -2.735
H -1.286 1.592 0.245
H 0.059 1.200 0.639
H 1.152 -0.286 3.626
H -3.243 -5.481 -0.455
H -1.446 1.230 -1.798
H -0.743 1.824 -2.720
H 0.709 0.139 0.705
H 2.094 -0.813 -1.740
H -0.662 -0.108 1.088
H 0.163 0.552 2.132

Total charge: +1
Orbital gap (eV): 7.0
Total energy (Eh): -1058.54619
Energy above the lowest of the compared OMol25 structures with the same formula, charge and spin (eV): 16.237
Lowest unoccupied orbital energy (eV): -3.93
HOMO energy (eV): -10.9
Spin multiplicity: 1

***

No. 2
Here is a molecular structure, C20H28NO3Pb from the OMol25 dataset. Energies are from wB97M-V/def2-TZVPD.

Each line ends with the natural charge from an NBO analysis.
Cartesian coordinates (Å):
O 0.35931 0.03344 0.12400  -0.64
C -0.74299 0.88939 -0.34302  -0.07
C -1.68103 -0.28821 -0.54128  -0.46
H -0.47351 1.41271 -1.26855  0.19
H -1.04077 1.58200 0.45056  0.19
C -0.48087 -1.15133 -0.10626  0.29
H -2.02431 -0.39085 -1.57085  0.25
H -2.52356 -0.29016 0.15245  0.22
C 0.10746 -1.97629 -1.23139  -0.63
H 0.41269 -1.32533 -2.05512  0.22
H -0.62131 -2.70724 -1.60155  0.24
H 0.98425 -2.51852 -0.86575  0.20
C -0.66510 -1.94999 1.16818  -0.63
H -1.17734 -1.36844 1.93988  0.22
H 0.30852 -2.26897 1.55940  0.21
H -1.25398 -2.85228 0.95984  0.23
Pb 2.32465 1.69702 1.01920  1.50
C 2.16198 0.76634 4.26516  -0.30
C 2.01315 2.11671 3.87454  -0.41
C 0.72659 2.25169 3.24640  -0.45
H 2.71419 2.92807 4.09163  0.23
C 0.11783 0.95934 3.23992  -0.32
C 1.00441 0.05069 3.86416  -0.30
H 0.82394 -1.00986 4.02699  0.22
H 2.99561 0.35476 4.83689  0.22
H 0.27415 3.18310 2.91704  0.24
H -0.88681 0.72549 2.87722  0.22
C 4.93455 -0.07237 1.61431  -0.11
C 4.02024 -1.18705 2.01753  -0.14
C 3.22416 -1.54882 0.96347  -0.25
H 4.06293 -1.64815 3.00508  0.25
C 3.52318 -0.70493 -0.16724  -0.19
C 4.50509 0.19500 0.19469  -0.31
H 5.03936 0.90963 -0.42955  0.26
H 6.01019 -0.29087 1.75919  0.28
H 2.52424 -2.38737 0.92916  0.25
H 3.07090 -0.83778 -1.15334  0.26
O -3.32234 0.54876 -3.39217  -0.56
C -4.15546 -0.63442 -3.36792  -0.08
C -5.25911 -0.51604 -4.43772  -0.43
H -4.61927 -0.71747 -2.36607  0.17
H -3.52078 -1.52772 -3.51008  0.18
C -5.35227 1.00670 -4.66364  -0.43
H -6.20254 -0.95772 -4.10275  0.23
H -4.92861 -1.00456 -5.36593  0.21
C -3.91666 1.47255 -4.34415  -0.07
H -6.05735 1.43888 -3.93849  0.21
H -5.66666 1.26300 -5.68021  0.23
H -3.87917 2.49525 -3.93544  0.19
H -3.33001 1.45899 -5.28348  0.17
O 5.72166 1.66577 4.58626  -0.43
C 5.18201 1.46202 3.55809  0.91
N 4.63456 1.26543 2.48069  -0.68

Force components x, y, z for each atom (eV/Å):
O -0.062 0.761 -0.206
C 0.190 0.472 0.114
C 0.142 0.191 0.104
H -0.022 0.011 0.247
H 0.130 0.080 -0.177
C -0.356 -0.916 -0.131
H 0.041 -0.173 0.182
H 0.091 -0.122 -0.126
C 0.128 -0.076 0.091
H -0.109 -0.098 0.000
H 0.148 0.152 0.094
H -0.017 -0.056 -0.138
C 0.046 -0.096 -0.001
H 0.113 -0.080 -0.126
H -0.175 0.069 -0.022
H 0.072 0.199 0.014
Pb -1.535 0.121 2.273
C -0.253 -0.066 -0.271
C 0.282 -0.040 -0.294
C 0.311 -0.336 -0.791
H -0.403 -0.246 0.020
C 0.235 -0.128 -0.086
C 0.042 0.544 -0.214
H 0.012 0.300 0.000
H -0.268 0.132 -0.231
H -0.027 -0.125 0.251
H 0.463 0.161 0.119
C -0.418 1.676 1.178
C -0.891 -0.790 -0.172
C 0.665 -0.471 1.669
H -0.142 0.160 -0.375
C 1.601 0.900 -0.421
C -0.196 -0.613 -0.853
H -0.301 -0.190 0.004
H -0.566 -0.043 -0.363
H 0.263 0.448 0.175
H 0.187 0.277 0.348
O -1.176 -0.010 -0.784
C -0.123 -0.364 0.550
C 0.648 0.273 -0.215
H 0.233 0.094 -0.292
H -0.195 0.377 -0.030
C 0.215 -0.203 0.797
H 0.230 0.037 -0.127
H -0.197 0.049 0.262
C 0.166 0.176 -0.535
H 0.142 -0.031 -0.285
H 0.095 0.039 0.265
H 0.025 -0.441 -0.024
H -0.035 -0.015 0.446
O -1.384 -0.215 -2.112
C 1.398 -0.097 1.691
N 0.534 -1.658 -1.491

Total charge: +1
Orbital gap (eV): 6.2
Total energy (Eh): -1251.82918
Lowest unoccupied orbital energy (eV): -4.39
HOMO energy (eV): -10.6
Spin multiplicity: 1

***

No. 3
Here is 2 unconnected molecules or ions with the total composition C20H28O4S2 from the OMol25 dataset. Energies are from wB97M-V/def2-TZVPD.

Each line ends with the natural charge from an NBO analysis.
Cartesian coordinates (Å):
C -2.77288 3.61701 -0.45760  -0.60
C -2.27615 2.28709 0.09927  -0.40
C -2.67044 1.12913 -0.80196  -0.39
C -2.24236 -0.24930 -0.30205  -0.41
C -0.80131 -0.62009 -0.23451  -0.34
C -0.67577 -1.86625 0.52543  0.79
O -0.10762 -2.90971 0.21149  -0.68
O -1.44738 -1.75775 1.65466  -0.56
C -1.42824 -2.80327 2.64415  -0.07
C -2.83172 -2.95517 3.18043  -0.62
C -0.04558 -0.39074 -1.44629  0.79
O 1.18039 -0.22053 -1.59172  -0.70
O -0.77403 -0.25176 -2.56318  -0.51
C 0.04380 0.10076 -3.70217  -0.07
C -0.89391 0.26988 -4.86337  -0.63
H -2.46145 4.44420 0.18454  0.20
H -2.37581 3.79384 -1.46020  0.20
H -3.86521 3.63075 -0.52309  0.20
H -1.18997 2.30121 0.24575  0.20
H -2.72123 2.11215 1.08679  0.19
H -3.77298 1.09529 -0.84855  0.19
H -2.32262 1.29198 -1.83189  0.20
H -2.64825 -0.39818 0.70342  0.24
H -2.73703 -0.98418 -0.97080  0.20
H -1.05881 -3.73234 2.19747  0.20
H -0.73590 -2.47673 3.42478  0.17
H -2.83599 -3.65380 4.01812  0.21
H -3.23466 -1.99492 3.52155  0.21
H -3.49599 -3.34998 2.40395  0.21
H 0.58054 1.03296 -3.48935  0.19
H 0.77379 -0.69861 -3.88100  0.19
H -0.30499 0.38385 -5.77215  0.21
H -1.56148 -0.58717 -4.98731  0.22
H -1.49521 1.17485 -4.74102  0.21
C 3.27039 3.41118 0.41168  -0.18
C 3.47720 2.49643 -0.63133  -0.23
C 3.06200 1.17882 -0.48342  -0.12
C 2.34924 0.76094 0.65324  -0.19
C 1.84417 -0.60018 0.79132  -0.21
S 1.54654 -1.20907 2.35528  0.36
C 2.74681 -2.60561 2.29183  -0.51
C 2.86479 -3.10461 0.86427  -0.59
S 2.46673 -1.79046 -0.29921  0.52
C 2.08769 1.70674 1.66596  -0.10
C 2.56122 3.01558 1.54910  -0.25
H 3.60637 4.44072 0.29924  0.22
H 3.94681 2.79953 -1.56747  0.22
H 3.30095 0.47968 -1.28444  0.24
H 3.69292 -2.17137 2.64943  0.22
H 2.42642 -3.39178 2.98469  0.24
H 3.89176 -3.36365 0.57410  0.23
H 2.21043 -3.96716 0.66235  0.25
H 1.51541 1.40914 2.54524  0.21
H 2.33860 3.74067 2.33455  0.22

Force components x, y, z for each atom (eV/Å):
C 0.129 0.046 0.192
C -0.095 -0.095 -0.003
C -0.222 -0.097 -0.105
C -1.220 0.568 -0.027
C 0.872 -1.073 0.230
C -0.149 -0.060 -0.737
O -0.142 0.680 0.543
O 0.487 -0.584 0.422
C 0.076 0.146 -0.460
C -0.216 -0.030 -0.091
C 1.720 0.133 -0.732
O -1.551 -0.077 0.146
O 0.006 0.124 -0.276
C -0.373 -0.155 -0.173
C -0.175 0.203 -0.253
H -0.059 0.043 -0.089
H -0.001 0.011 0.033
H 0.087 -0.010 -0.005
H -0.033 0.038 -0.060
H 0.108 0.069 -0.010
H 0.247 0.104 -0.089
H -0.066 0.057 0.301
H -0.166 0.154 -0.405
H 0.046 0.116 0.289
H -0.023 0.179 0.048
H -0.047 -0.137 0.025
H -0.018 0.010 0.023
H 0.124 -0.161 -0.039
H 0.088 0.087 0.121
H -0.032 -0.278 -0.008
H -0.162 0.247 0.089
H -0.023 0.012 -0.123
H 0.123 0.079 0.064
H -0.053 -0.142 -0.025
C -0.362 -0.204 -0.355
C -0.050 0.016 0.572
C 0.212 0.183 -0.291
C -0.679 1.348 -0.060
C 1.627 -1.005 -0.235
S -0.029 -0.604 1.040
C 0.249 0.347 0.194
C -0.049 -0.415 -0.233
S -0.131 -0.063 0.247
C 0.219 0.204 -0.330
C -0.069 -0.165 -0.037
H -0.057 -0.211 0.102
H 0.039 -0.043 0.364
H -0.189 0.208 0.381
H -0.258 -0.272 -0.133
H -0.044 0.269 -0.134
H -0.162 -0.150 0.467
H 0.134 0.448 0.087
H 0.162 0.153 -0.251
H 0.148 -0.251 -0.206

Orbital gap (eV): 5.6
Total energy (Eh): -1876.11893
Lowest unoccupied orbital energy (eV): -1.46
HOMO energy (eV): -7.1
Spin multiplicity: 1

***

No. 4
Here is a molecular structure, C20H29BBrCoF2NO10P2S2 from the OMol25 dataset. Energies are from wB97M-V/def2-TZVPD.

Each line ends with the natural charge from an NBO analysis.
Cartesian coordinates (Å):
Co 0.17022 0.30751 -0.42077  0.89
C 3.16326 -4.36495 0.57820  -0.62
C 1.97654 -3.69194 1.21519  -0.04
C 1.84849 -3.61733 2.61750  -0.28
C 0.82489 -2.80960 3.13265  -0.26
C -0.04727 -2.16399 2.31119  0.12
Br -1.23086 -0.91708 3.09563  0.05
N -0.00533 -2.29892 0.92853  -0.66
C 1.06521 -3.05910 0.43060  -0.02
H 3.45210 -5.25355 1.14492  0.20
H 4.02102 -3.68574 0.55611  0.24
H 2.94947 -4.65709 -0.45085  0.22
H 2.56779 -4.09125 3.27382  0.20
H 0.74165 -2.62995 4.19487  0.22
H 1.15624 -3.04665 -0.64641  0.24
O 5.94081 -1.66075 0.77161  -0.58
C 4.80876 -1.27181 0.58688  0.36
C 4.07347 -1.28596 -0.73457  0.34
O 4.48776 -1.77109 -1.77555  -0.61
C 2.79606 -0.62986 -0.47057  0.23
C 2.64351 -0.38421 0.91994  0.33
O 1.55913 0.07302 1.37573  -0.80
C 3.88315 -0.69776 1.63106  0.33
O 4.13235 -0.53832 2.81440  -0.60
O 1.85565 -0.33026 -1.28519  -0.79
C -3.07230 -0.13288 -6.45773  -0.63
C -2.00961 -0.57067 -5.45933  0.13
C -2.60221 -1.35901 -4.30429  -0.64
O -1.19956 0.55436 -5.07888  -0.84
P -1.40719 1.69907 -3.97273  1.70
S -0.11527 3.10390 -4.39843  -0.69
S -1.53708 0.94170 -2.12508  -0.79
O -2.93061 2.12668 -4.35618  -0.86
C -3.85889 2.92830 -3.60021  0.13
C -4.82599 2.00436 -2.87462  -0.64
C -3.22848 3.94706 -2.66040  -0.66
H -3.51699 -1.01546 -6.92775  0.19
H -2.62924 0.49726 -7.23118  0.21
H -3.85431 0.43765 -5.95574  0.22
H -1.29686 -1.20918 -5.98069  0.17
H -3.38471 -0.78771 -3.80171  0.21
H -1.84628 -1.61186 -3.56140  0.26
H -3.03674 -2.28331 -4.69906  0.19
H -4.40959 3.47200 -4.37028  0.16
H -4.28358 1.41816 -2.13089  0.24
H -5.30198 1.31985 -3.58072  0.20
H -5.60321 2.59353 -2.37534  0.19
H -2.73548 3.45520 -1.81849  0.25
H -4.01697 4.59767 -2.27050  0.19
H -2.49065 4.55177 -3.18599  0.24
F -2.08508 -1.15465 0.25636  -0.52
B -0.81508 -1.58034 -0.08707  1.06
F -0.75417 -2.16595 -1.33396  -0.52
C -3.00078 2.00714 0.91615  -0.26
O -1.88776 2.85552 0.64101  -0.83
P -0.39609 2.24410 0.79237  1.71
O 0.46902 3.45981 0.18990  -0.84
C 1.15175 3.35491 -1.07286  -0.26
O -0.25144 2.56831 2.36811  -0.84
C 0.98668 2.43923 3.08671  -0.26
H -3.88572 2.51279 0.53445  0.18
H -3.10719 1.85303 1.99360  0.17
H -2.90144 1.03692 0.42517  0.21
H 2.06851 3.93489 -0.98966  0.17
H 0.52914 3.74854 -1.87205  0.21
H 1.41412 2.32723 -1.32294  0.20
H 0.75424 2.63317 4.13314  0.17
H 1.69868 3.18828 2.73225  0.17
H 1.41589 1.44613 2.97662  0.24

Force components x, y, z for each atom (eV/Å):
Co 0.465 0.090 -0.218
C -0.106 -0.004 0.041
C 0.051 -0.034 0.019
C -0.001 -0.016 0.040
C 0.105 0.008 -0.014
C 0.077 -0.027 -0.086
Br -0.063 0.002 -0.061
N -0.092 0.007 -0.004
C -0.004 -0.044 -0.099
H 0.008 0.008 -0.023
H -0.057 -0.117 0.031
H 0.026 0.030 0.023
H -0.035 0.055 -0.043
H -0.001 -0.023 0.011
H -0.024 -0.025 0.079
O 0.367 -0.170 0.092
C -0.265 0.207 -0.100
C -0.193 0.152 0.088
O 0.102 -0.056 -0.150
C 0.049 -0.014 0.094
C 0.077 0.054 -0.181
O -0.121 0.057 0.092
C -0.111 -0.037 -0.151
O 0.090 0.031 0.223
O -0.064 -0.077 -0.149
C -0.016 0.029 0.003
C -0.093 0.088 0.056
C 0.046 0.046 0.065
O 0.032 -0.030 0.000
P -0.069 -0.023 -0.079
S -0.110 -0.048 0.000
S 0.040 -0.046 0.005
O -0.042 0.061 0.008
C 0.049 -0.085 0.097
C -0.002 0.014 0.042
C 0.081 -0.113 0.021
H 0.004 0.037 0.016
H -0.009 -0.038 0.019
H 0.020 -0.011 -0.029
H 0.100 -0.065 -0.022
H 0.017 -0.026 0.004
H -0.030 0.004 -0.035
H 0.003 0.055 -0.010
H -0.021 0.051 -0.100
H -0.040 0.021 -0.016
H 0.005 0.017 0.020
H 0.046 -0.049 -0.038
H -0.009 0.071 -0.072
H 0.005 -0.016 -0.037
H -0.002 0.013 0.008
F 0.271 -0.085 -0.046
B -0.370 -0.503 0.052
F -0.058 0.137 0.184
C 0.091 -0.061 0.035
O -0.085 0.015 -0.065
P -0.048 0.610 0.186
O 0.048 -0.025 0.116
C -0.104 0.060 0.008
O 0.126 -0.185 0.073
C -0.043 0.041 -0.047
H -0.021 0.022 -0.031
H 0.015 0.020 -0.010
H 0.021 0.040 0.008
H 0.023 0.039 0.059
H -0.034 -0.019 0.047
H -0.006 -0.118 0.047
H -0.044 0.036 -0.018
H -0.025 -0.012 -0.020
H -0.043 -0.025 -0.054

Total charge: -2
Expectation value of S²: 3.91
Orbital gap (spin up / spin down) (eV): 5.1 / 6.0
Total energy (Eh): -7247.46511
Energy above the lowest of the compared OMol25 structures with the same formula, charge and spin (eV): 0.912
Lowest unoccupied orbital energy (spin up / spin down) (eV): 4.30 / 4.30
HOMO energy (spin up / spin down) (eV): -0.8 / -1.7
Spin multiplicity: 4